[1]
Ag2Cl3F2 | ωB97M-V/def2-TZVPD

```
7
Properties=species:S:1:pos:R:3:forces:R:3
Ag 1.222071 -1.714492 2.269606 -0.697 1.542 -1.010
Ag -0.180053 -1.742209 -2.319269 -0.161 2.117 2.158
F 1.127508 0.662947 0.651632 0.790 -1.084 0.768
F -1.307665 -1.129808 0.122809 0.557 -1.743 -1.302
Cl -1.158798 1.324345 2.248796 -0.128 -0.007 1.148
Cl -1.333169 1.829048 -1.306850 -0.870 0.411 -0.888
Cl 1.630106 0.770169 -1.666721 0.508 -1.236 -0.873
```
Forces are in eV/Å.

Computed properties:
Net charge: -3
Highest occupied orbital energy (eV): 3.57
Molar mass (g/mol): 360.091



[2]
C14H30IN2O5S2 | ωB97M-V/def2-TZVPD

```
54
Properties=species:S:1:pos:R:3:forces:R:3
O 0.431196 -1.587876 -5.583345 0.059 0.039 -0.020
C -0.258532 -0.490278 -5.032401 0.198 0.223 -0.017
C -0.058478 -0.354306 -3.520705 0.010 -0.205 -0.033
C 1.261411 0.233661 -3.025478 -0.032 0.146 0.104
I 2.969275 -0.189595 -4.259431 0.059 -0.038 0.007
C 1.600117 -0.133849 -1.577097 -0.105 0.113 -0.161
N 0.555058 0.239293 -0.636998 -0.102 -0.247 0.004
C -0.258424 1.407117 -0.962637 0.005 0.229 0.006
C 0.479223 2.410587 -1.831288 0.172 -0.099 0.007
N 1.169604 1.766172 -3.037401 -0.159 -0.044 -0.072
H -0.040649 -2.402135 -5.394095 -0.135 -0.107 0.029
H 0.145822 0.386109 -5.554405 -0.118 -0.001 0.013
H -1.329341 -0.526579 -5.245419 0.016 -0.056 0.006
H -0.880236 0.240239 -3.117956 0.012 0.000 0.021
H -0.179187 -1.337724 -3.060815 0.013 0.026 -0.007
H 2.555139 0.333230 -1.308592 -0.035 0.005 -0.036
H 1.755982 -1.212100 -1.545603 0.022 0.055 0.093
H -0.070029 -0.547663 -0.503768 0.068 0.087 0.014
H -0.530392 1.931377 -0.041612 0.009 0.003 -0.056
H -1.208910 1.141114 -1.428559 0.011 -0.071 0.022
H 1.274021 2.915750 -1.283571 -0.049 -0.057 0.034
H -0.212124 3.157352 -2.215283 0.063 0.021 0.040
H 2.128161 2.112535 -3.095177 -0.018 0.046 -0.015
H 0.719292 2.052153 -3.907721 -0.014 -0.019 0.000
C -3.641559 -3.395939 0.993859 -0.032 0.004 -0.009
C -2.634473 -2.880693 2.029578 0.029 0.005 0.035
C -1.724793 -1.872144 1.321450 -0.107 -0.036 0.001
S -2.736049 -1.145514 0.022417 0.132 0.031 -0.052
O -2.129768 -1.468083 -1.263213 0.037 -0.058 0.076
O -3.006234 0.247954 0.278703 -0.009 -0.003 0.054
C -4.184615 -2.156549 0.292206 -0.012 0.042 -0.084
H -4.447163 -3.962654 1.457240 0.011 -0.004 0.002
H -3.148434 -4.047956 0.269889 0.007 0.002 0.004
H -3.161576 -2.385168 2.846283 -0.013 -0.005 -0.009
H -2.048347 -3.690097 2.460529 -0.001 0.011 0.017
H -1.366899 -1.068248 1.957538 0.080 0.048 0.084
H -0.886924 -2.362533 0.825740 -0.026 0.001 -0.018
H -4.660121 -2.329655 -0.670726 0.005 -0.010 0.003
H -4.842884 -1.575276 0.938037 -0.012 -0.007 -0.005
C 2.872496 2.485506 3.054935 0.019 0.015 -0.010
C 3.438543 1.151550 3.561046 -0.002 -0.006 0.027
C 2.411560 0.559070 4.528021 -0.045 -0.003 -0.003
S 0.806214 1.155502 3.967100 -0.040 -0.085 0.022
O 0.215834 1.972919 4.990492 0.001 0.060 0.021
O 0.043168 0.068315 3.398492 -0.011 -0.055 -0.095
C 1.430492 2.204497 2.650953 -0.036 -0.086 -0.005
H 3.453912 2.877827 2.221287 0.003 0.007 0.002
H 2.892567 3.231230 3.851830 0.000 -0.003 0.005
H 3.587253 0.472967 2.718354 -0.009 0.005 -0.004
H 4.400661 1.282121 4.053091 0.011 -0.004 -0.019
H 2.377002 -0.527475 4.531417 0.005 0.007 0.015
H 2.527567 0.928741 5.545170 0.017 0.023 -0.009
H 0.785958 3.079742 2.598110 0.003 -0.006 -0.005
H 1.358614 1.605457 1.739529 0.042 0.058 -0.024
```
Forces are in eV/Å.

Computed properties:
Net charge: +1
Highest occupied orbital energy (eV): -12.47
Molar mass (g/mol): 497.441



[3]
C22H47NO4Si2Sm | ωB97M-V/def2-TZVPD

```
77
Properties=species:S:1:pos:R:3:forces:R:3
O -0.529167 1.849714 0.078372 -2.653 0.670 -0.717
O -2.081494 -0.243688 -2.816606 -0.479 -0.001 -1.508
C -1.942688 2.153339 0.589008 1.299 -0.645 -0.907
C -1.865411 3.313720 1.512936 -0.021 0.287 0.317
H -2.282430 1.232207 1.088803 0.252 0.197 -0.131
H -2.567303 2.301936 -0.303143 0.162 -0.048 0.484
H -1.224139 3.110832 2.379191 -0.163 -0.012 -0.235
H -2.868952 3.526617 1.862782 -0.201 0.146 0.203
H -1.493721 4.193797 0.994474 0.059 0.134 0.008
C -0.033930 2.521703 -1.109422 0.402 -0.441 0.440
C -1.092532 3.155338 -1.954428 -0.626 0.373 -0.482
H 0.475586 1.717206 -1.689182 -0.075 0.624 0.303
H 0.700238 3.245936 -0.725201 -0.226 -0.163 -0.420
H -1.763728 2.408324 -2.424432 0.307 0.382 0.366
H -0.606884 3.708754 -2.767012 -0.035 -0.098 0.140
H -1.688347 3.888507 -1.383608 0.238 -0.284 -0.328
C -0.943577 -0.599396 -3.789328 -0.959 0.100 0.915
C -3.548121 -0.557197 -3.219208 1.114 -0.487 0.598
C -0.698694 0.497126 -4.781588 0.014 0.200 -0.166
H -1.232736 -1.556708 -4.229399 0.178 0.120 -0.018
H -0.077484 -0.721944 -3.123217 -0.421 -0.147 -0.145
H -1.554540 0.665595 -5.432702 0.155 0.056 0.035
H 0.141324 0.187598 -5.406016 -0.011 -0.019 -0.037
H -0.410691 1.442016 -4.308541 -0.142 -0.208 0.030
C -3.948827 0.126893 -4.476699 0.149 0.385 -0.499
H -4.133056 -0.221408 -2.353739 0.411 -0.073 -0.150
H -3.598002 -1.657019 -3.284475 0.036 0.444 0.036
H -3.810239 1.215084 -4.427439 -0.009 -0.284 0.015
H -5.006781 -0.063778 -4.638153 -0.147 -0.023 0.040
H -3.424644 -0.269550 -5.349954 -0.088 0.066 0.120
H -1.926890 -0.861231 -1.954619 0.102 -0.772 1.151
Sm 0.487432 0.238481 1.203967 -0.847 -1.221 0.976
C -1.511315 -1.488428 -0.454463 0.068 1.129 -0.353
Si -1.880087 -3.018241 0.484113 -0.945 -0.604 -0.297
H -2.150125 -0.604768 -0.206689 1.013 -0.198 0.023
H -0.527758 -1.376795 -0.963966 -0.261 0.390 0.444
C -3.737350 -2.992013 0.855360 0.060 0.404 -0.109
C -1.050009 -3.374916 2.132971 0.502 -0.038 0.189
C -1.534724 -4.448123 -0.688861 0.256 -0.225 -0.166
C 1.710055 2.103546 1.920936 -0.208 0.708 0.096
Si 3.129489 1.959252 0.762402 0.179 0.729 1.287
H 1.906138 1.822316 2.966025 0.276 0.049 -0.197
H 1.266699 3.130555 1.936986 0.294 -0.789 -0.140
C 3.367061 3.553287 -0.203731 0.089 0.054 0.003
C 2.880695 0.570481 -0.537119 0.030 -0.353 -0.602
C 4.671080 1.506428 1.736120 0.341 0.122 -0.378
H -1.372109 -4.059723 -1.702436 0.008 -0.101 0.148
H -2.371442 -5.152421 -0.748843 0.102 0.061 0.106
H -0.643605 -5.016957 -0.398291 -0.115 0.009 -0.088
H -3.947620 -2.323800 1.706518 -0.060 -0.210 -0.246
H -4.124921 -3.987304 1.091214 0.100 0.093 0.076
H -4.291639 -2.624492 -0.023641 0.094 -0.076 0.268
H -1.141940 -2.545685 2.836167 -0.083 0.091 -0.013
H 0.024847 -3.591366 2.030384 -0.162 0.048 -0.033
H -1.489531 -4.248198 2.638607 -0.005 0.154 -0.311
H 2.907944 1.067797 -1.522066 -0.034 -0.305 0.241
H 2.002615 -0.116096 -0.584514 0.588 0.194 -0.230
H 3.762250 -0.084861 -0.476614 -0.274 0.124 -0.150
H 5.573676 1.687304 1.129801 -0.141 -0.185 0.236
H 4.661209 0.453831 2.049064 0.055 0.306 -0.006
H 4.735071 2.142746 2.629739 -0.033 -0.189 -0.220
H 4.392016 3.609135 -0.584892 -0.111 0.069 -0.042
H 3.200939 4.418911 0.460494 0.066 -0.331 -0.281
H 2.686870 3.626124 -1.061127 0.191 0.093 0.135
O 0.078645 -0.795763 5.311473 0.224 0.020 -0.450
C 0.411653 -0.666976 4.153135 -1.211 0.509 0.407
O -0.338307 -0.088175 3.217487 1.275 -0.707 0.223
C 1.770796 -1.210533 3.742632 0.358 -0.271 -1.169
C 2.637349 -1.731793 4.696450 -0.071 0.140 -0.244
C 3.882485 -2.213804 4.301676 -0.190 0.081 -0.600
C 4.208209 -2.216384 2.937837 -0.460 0.175 -0.454
C 3.261957 -1.738405 2.017648 -0.528 0.118 0.898
N 2.064530 -1.216450 2.408957 1.164 -0.631 0.808
H 2.282034 -1.731242 5.718726 0.179 -0.010 0.007
H 4.581883 -2.600409 5.032825 -0.036 0.040 -0.038
H 5.169313 -2.574594 2.552253 -0.433 0.073 0.331
H 3.435401 -1.761805 0.937830 0.077 -0.012 0.455
```
Forces are in eV/Å.

Computed properties:
Net charge: +1
Highest occupied orbital energy (spin up / spin down) (eV): -10.05 / -10.01
Energy relative to the best compared isomer or geometry (same formula, charge and spin) (eV): 0.000
Molar mass (g/mol): 596.153
2S+1: 6



[4]
C2H5OP | ωB97M-V/def2-TZVPD

```
9
Properties=species:S:1:pos:R:3:forces:R:3
C 1.295038 0.666709 0.686906 -3.269 1.544 -0.108
C 0.063142 0.613057 -0.117869 -0.480 -0.856 0.473
O 0.962216 1.563169 -0.365391 -0.121 1.859 -1.682
P -1.736149 0.670040 -0.004223 0.181 -0.249 1.761
H 1.266455 1.231459 1.573575 0.450 -0.125 1.478
H 2.015447 0.053796 0.363354 2.947 -2.402 -0.181
H 0.817644 -1.775816 -0.789173 0.075 -0.336 -0.091
H -1.908540 -0.524034 0.889324 0.263 1.108 -1.186
H -2.063215 0.083384 -1.216520 -0.046 -0.543 -0.463
```
Forces are in eV/Å.

Computed properties:
Net charge: 0
Highest occupied orbital energy (spin up / spin down) (eV): -7.19 / -9.88
Energy relative to the best compared isomer or geometry (same formula, charge and spin) (eV): 3.450
Molar mass (g/mol): 76.035
2S+1: 3



Look up the molar mass of the first one. 360.091 g/mol



Which value of net charge does entry 3 give? +1



Among the records above, which one has the highest molar mass? C22H47NO4Si2Sm